The molecule C5H5NO in a non-equilibrium geometry. Source: OMol25; level of theory: ωB97M-V with the def2-TZVPD basis set.

Its SMILES is O=C1NCC2=C1C2. The HOMO energy is -9.6658 eV. For the energy above the lowest of the compared OMol25 structures with the same formula, charge and spin, the calculation gives 3.867 eV. For the LUMO energy, the calculation gives 0.789 eV. The strongest force on any atom comes out at 4.45 eV/A. The calculation puts the total energy at -323.37758 a.u.

Geometry as XYZ:
```
12
C5H5NO ωB97M-V with the def2-TZVPD basis set
O -3.2108 -0.4831 0.1624
C -2.0780 -0.2382 -0.0304
N -1.4946 1.0109 -0.1633
C 0.0186 1.0088 -0.1859
C 0.2485 -0.4171 -0.2637
C -0.8091 -1.1894 -0.2240
C 0.4678 -1.9348 0.0542
H -1.9968 1.7819 0.1831
H 0.3454 1.3828 0.7019
H 0.2407 1.5117 -1.1092
H 0.7838 -2.2034 0.9905
H 0.8118 -2.4974 -0.6920
```

=====

C3H3I3 as an isolated structure in a non-equilibrium geometry. Source: OMol25; level of theory: ωB97M-V with the def2-TZVPD basis set.

The HOMO energy (spin up / spin down) is -8.3826 / -8.1303 eV. For the energy above the lowest of the compared OMol25 structures with the same formula, charge and spin, the calculation gives 5.449 eV. For the LUMO energy (spin up / spin down), the calculation gives -1.466 / -1.214 eV. The strongest force on any atom comes out at 4.22 eV/A. The calculation puts the total energy at -1008.95971 a.u.

Geometry as XYZ:
```
9
C3H3I3 ωB97M-V with the def2-TZVPD basis set
C -0.0968 0.4789 -0.3692
C 1.5602 -0.7762 0.5064
C -1.4437 0.1582 -0.0595
I 0.5272 2.4443 0.0619
I 3.2911 0.2704 -0.0655
I 1.7632 -2.7904 0.0919
H -1.7647 0.3280 0.9114
H -1.7418 -0.8570 -0.3087
H -2.0946 0.7437 -0.7688
```

=====

A 2-piece molecular cluster, C2H9BNO2 overall in a non-equilibrium geometry. Source: OMol25; level of theory: ωB97M-V with the def2-TZVPD basis set.

As for the expectation value of S²: 2.005. The spin multiplicity is 3. The HOMO energy (spin up / spin down) is -9.6938 / -15.9395 eV. The total charge is +1. For the energy above the lowest of the compared OMol25 structures with the same formula, charge and spin, the calculation gives 1.855 eV. For the LUMO energy (spin up / spin down), the calculation gives -3.591 / -5.705 eV. The strongest force on any atom comes out at 4.13 eV/A. The calculation puts the total energy at -311.30973 a.u.

Geometry as XYZ:
```
15
C2H9BNO2 ωB97M-V with the def2-TZVPD basis set
B 2.0878 1.1591 0.8535
C -1.7472 -1.5198 -0.6758
C -0.7917 0.6207 0.2152
N -0.7462 -0.4762 -0.8017
O 2.6834 0.3866 -0.0179
O 2.3754 1.7242 1.9530
H -2.8447 -1.1692 -0.6963
H -1.7039 -2.2385 -1.4429
H -1.5997 -2.1194 0.2329
H -0.8668 1.6413 -0.3433
H -1.5301 0.4863 1.1188
H 0.2779 -0.9953 -0.7410
H -0.9409 -0.1492 -1.8209
H 3.5757 0.3267 -0.2488
H 1.7710 2.3228 2.4153
```

=====

A 2-piece molecular cluster, C11H15N overall in a non-equilibrium geometry. Source: OMol25; level of theory: ωB97M-V with the def2-TZVPD basis set.

Its SMILES is Cc1c[nH]c2ccccc12.CC. The HOMO energy is -7.5817 eV. For the energy above the lowest of the compared OMol25 structures with the same formula, charge and spin, the calculation gives 3.597 eV. For the LUMO energy, the calculation gives 0.850 eV. The strongest force on any atom comes out at 8.10 eV/A. The calculation puts the total energy at -482.78299 a.u.

Geometry as XYZ:
```
27
C11H15N ωB97M-V with the def2-TZVPD basis set
C -0.5805 -0.3791 3.1352
C -0.6716 0.1622 1.7636
C -1.8841 0.4795 1.1023
N -1.5871 1.0293 -0.1427
C -0.1471 0.9637 -0.3151
C 0.5713 1.4722 -1.3615
C 1.9498 1.6264 -1.2187
C 2.5850 1.1211 -0.0283
C 1.8181 0.5486 1.0212
C 0.4174 0.5388 0.9080
H -1.4425 0.1529 3.4152
H 0.3832 -0.4246 3.6376
H -0.6496 -1.5306 3.3046
H -2.7966 0.3448 1.3798
H -2.2471 1.5469 -0.8382
H -0.0219 2.0289 -2.2506
H 2.6507 2.1594 -2.0337
H 3.6906 1.3784 -0.1437
H 2.1594 0.3640 1.9212
C -0.9810 -2.1401 -2.2388
C -0.6928 -3.6757 -1.9279
H -0.0249 -1.7529 -2.1296
H -1.3062 -1.9029 -3.2570
H -1.5652 -1.6715 -1.5332
H 0.1396 -3.9779 -1.1391
H -0.4907 -4.1019 -2.9228
H -1.6765 -4.1244 -1.4517
```